# 1
Computed, not measured: 2 unconnected molecules or ions with the total composition C6H14N2, with wB97M-V/def2-TZVPD.

Structure (XYZ):
```
22
Properties=species:S:1:pos:R:3
C -1.11801 0.05393 -1.78704
C -0.56725 -0.52688 -0.49111
N -0.18724 -1.91556 -0.71178
C -1.57513 -0.36565 0.66211
N -2.08396 0.99294 0.72019
H -1.29231 1.11611 -1.67267
H -0.40848 -0.11621 -2.59125
H -2.05912 -0.42382 -2.04497
H 0.34327 0.01469 -0.21938
H 0.16474 -2.32275 0.14900
H -1.00136 -2.45276 -0.99537
H -2.43071 -1.02668 0.48350
H -1.08593 -0.69444 1.59991
H -2.73940 1.09104 1.49130
H -1.31302 1.63756 0.87927
C 1.54090 1.05593 2.00880
C 2.20592 0.80848 1.04387
C 3.00778 0.50890 -0.12138
H 0.96878 1.27384 2.85990
H 2.85615 -0.53563 -0.41568
H 2.71369 1.15228 -0.95002
H 4.06070 0.67468 0.10280
```

Values from the calculation:
* ΔE to the lowest compared entry with this formula, charge and spin: 49.8 kcal per mole
* SMILES string: C[C@H](N)CN.C#CC
* net charge: 0
* LUMO: 0.03528 Eh
* Kohn-Sham gap: 0.36556 hartree
* E_tot: -346.4479 hartree

Table of Mulliken atomic charges, one value per atom, all in e: -1.5432 1.4509 -0.7080 -0.8304 -0.5759 0.3548 0.4339 0.3560 -0.6850 0.2689 0.2726 0.4049 0.2909 0.2353 0.2253 -0.1151 0.0618 -1.2787 0.4226 0.3237 0.2955 0.3393

# 2
Computed, not measured: C6H14N2 in the gas phase in a non-equilibrium geometry, with wB97M-V/def2-TZVPD.

Structure (XYZ):
```
22
Properties=species:S:1:pos:R:3
C 0.98193 2.80585 1.63431
N 1.82039 1.94706 0.79582
C 1.02098 1.09360 -0.00213
C 1.04493 -0.23581 0.04520
C 0.35245 -1.12149 -0.94529
C -1.26049 -1.14211 -0.91418
C -1.83833 -0.73884 0.40435
N -1.72821 -2.49419 -1.27500
H 1.59267 3.60830 2.07157
H 0.54484 2.34600 2.52870
H 0.20957 3.28905 1.04275
H 2.53345 1.50178 1.34063
H 0.37693 1.63921 -0.68520
H 1.58262 -0.70537 0.86309
H 0.70877 -0.78843 -1.92929
H 0.73012 -2.14344 -0.90416
H -1.51457 -0.51696 -1.77492
H -2.81027 -1.18590 0.57452
H -1.79809 0.34928 0.49788
H -1.13193 -0.97519 1.20755
H -1.30674 -3.17111 -0.63851
H -1.52822 -2.68666 -2.23996
```

Values from the calculation:
* ΔE to the lowest compared entry with this formula, charge and spin: 35.1 kcal per mole
* SMILES string: CN/C=C/C[C@H](C)N
* net charge: 0
* LUMO: 0.04019 Eh
* Kohn-Sham gap: 0.33734 hartree
* E_tot: -346.4712 hartree

Table of Mulliken atomic charges, one value per atom, all in e: -0.9326 -0.3279 -0.2021 -0.3038 -1.0446 0.4740 -1.4503 -0.7345 0.3208 0.2865 0.3178 0.2803 0.4142 0.2925 0.3310 0.3563 0.3511 0.4383 0.3244 0.3265 0.2406 0.2416

# 3
Computed, not measured: 2 unconnected molecules or ions with the total composition C6H14N2 in a non-equilibrium geometry, with wB97M-V/def2-TZVPD.

Structure (XYZ):
```
22
Properties=species:S:1:pos:R:3
C 2.27973 -0.29355 -0.06236
N 1.00123 -0.39294 0.60376
C 0.00734 -0.98016 0.04509
C -0.04558 -1.38996 -1.39914
C -1.19738 -1.28852 0.87506
H 2.65637 -1.27234 -0.37194
H 2.21991 0.34233 -0.95260
H 2.99254 0.12915 0.64657
H -1.07363 -1.42420 -1.75647
H 0.51673 -0.71161 -2.04009
H 0.39314 -2.38670 -1.50145
H -1.03095 -1.04062 1.91977
H -2.05634 -0.72722 0.51215
H -1.43819 -2.35084 0.81030
C -0.28832 1.72458 1.66431
N -1.23600 1.85499 0.88344
C -1.00570 1.77784 -0.71377
H -0.43378 1.77530 2.73796
H 0.75540 1.18363 1.27652
H -1.64589 0.99958 -1.12371
H -1.40349 2.75202 -0.99805
H 0.03285 1.71925 -1.05535
```

Values from the calculation:
* ΔE to the lowest compared entry with this formula, charge and spin: 63.9 kcal per mole
* SMILES string: CN=C(C)C.C=NC
* net charge: 0
* LUMO: 0.03377 Eh
* Kohn-Sham gap: 0.33786 hartree
* E_tot: -346.4254 hartree

Table of Mulliken atomic charges, one value per atom, all in e: -1.0157 -0.5145 1.0481 -1.3872 -1.3421 0.3801 0.2944 0.3137 0.3476 0.3972 0.3826 0.3319 0.2770 0.4535 -0.3160 -0.3922 -0.5679 0.3277 0.2765 0.1732 0.3607 0.1714

# 4
Computed, not measured: a molecular structure, C6H14N2O in a non-equilibrium geometry, with wB97M-V/def2-TZVPD.

Structure (XYZ):
```
23
Properties=species:S:1:pos:R:3
C -1.07665 -1.14646 1.42688
C -1.13466 -0.76610 -0.23556
C -2.46621 -0.23995 -0.63538
C 1.33897 -0.10367 -0.19447
C 1.88057 -1.12894 -1.28077
C 1.98907 -0.11514 1.14334
H -0.40900 -2.02156 1.57731
H -2.51840 -1.38744 1.77084
H -0.56896 0.00744 1.93272
H -0.97896 -1.49364 -1.00376
H -2.81117 0.32818 0.11046
H -2.50073 0.21259 -1.60451
H -3.32183 -0.95894 -0.58248
H 1.60178 1.00029 -0.51840
H 2.97158 -0.83370 -1.46787
H 1.52518 -2.24238 -0.91126
H 1.49014 -0.54368 -2.28598
H 2.29900 -1.34858 1.54592
H 1.24220 0.60200 1.85114
H 3.09029 0.59510 0.74642
N -0.19685 0.23134 -0.31405
N -0.66919 1.42218 -0.26149
O 0.22057 2.18890 0.19050
```

Values from the calculation:
* ΔE to the lowest compared entry with this formula, charge and spin: 246.2 kcal per mole
* net charge: 0
* LUMO: 0.02110 Eh
* Kohn-Sham gap: 0.35171 hartree
* E_tot: -421.4080 hartree

Table of Mulliken atomic charges, one value per atom, all in e: -0.7031 0.4586 -2.0087 -0.0516 -1.0696 -0.8493 0.2390 0.2940 0.1058 0.3897 0.6103 0.4013 0.4072 0.3117 0.3600 0.2762 0.2636 0.2014 0.3110 0.2732 0.5580 -0.2158 -0.5632

# 5
Computed, not measured: 2 unconnected molecules or ions with the total composition C6H14N2O in a non-equilibrium geometry, with wB97M-V/def2-TZVPD.

Structure (XYZ):
```
23
Properties=species:S:1:pos:R:3
C 0.27281 -0.18100 -2.09369
C -0.78986 0.42328 -1.23108
O -2.09060 0.05113 -1.46287
N -0.53626 1.53780 -0.60951
N -1.62736 2.31160 -0.20320
H 1.24670 0.20273 -1.80834
H 0.29670 -1.26621 -1.98072
H 0.07964 0.05370 -3.14357
H -2.10704 -0.84266 -1.82144
H -1.29378 2.98277 0.47677
H -2.36796 1.75199 0.21591
C -0.58202 -1.22758 0.82789
C 0.59885 -0.70471 1.24673
C 1.90026 -1.35674 0.85701
C 0.67591 0.66235 1.71673
H -0.63194 -2.21209 0.38291
H -1.52155 -0.81215 1.16314
H 2.53848 -0.67115 0.29666
H 1.74643 -2.25181 0.25632
H 2.44832 -1.64483 1.75556
H 0.37719 1.29862 0.59899
H 1.56681 0.90058 2.29226
H -0.19975 0.99438 2.26753
```

Values from the calculation:
* ΔE to the lowest compared entry with this formula, charge and spin: 86.2 kcal per mole
* SMILES string: C/C(O)=N/N.C=C(C)C
* net charge: 0
* LUMO: 0.02556 Eh
* Kohn-Sham gap: 0.32997 hartree
* E_tot: -421.6628 hartree

Table of Mulliken atomic charges, one value per atom, all in e: -1.2236 0.7571 -0.5307 -0.2146 -0.6536 0.2921 0.3455 0.3639 0.3476 0.2680 0.2332 -1.2692 1.1999 -1.4963 -1.3121 0.4281 0.2897 0.3128 0.3686 0.4016 0.3456 0.3915 0.3549

# 6
Computed, not measured: 2 unconnected molecules or ions with the total composition C6H14N2O in a non-equilibrium geometry, with wB97M-V/def2-TZVPD.

Structure (XYZ):
```
23
Properties=species:S:1:pos:R:3
C -0.00450 0.87976 0.59301
C 0.62365 2.14718 1.14268
C -0.38372 -0.12649 1.66862
C -1.52204 -2.40621 -1.26008
N -1.18436 -1.07196 -1.67527
C 1.24167 -0.05560 -0.37141
N -1.05156 1.14122 -0.27654
C 2.50283 0.40784 -0.31377
O 0.75092 -1.06601 -0.92785
H -0.72451 -1.10626 -2.58389
H -1.42943 0.28369 -0.78303
H -0.84885 1.88515 -0.93524
H 1.00934 2.78335 0.34516
H -0.14615 2.70545 1.67951
H 1.43103 1.91850 1.83408
H -1.15745 0.30594 2.30696
H 0.48161 -0.37783 2.27956
H -0.77056 -1.03984 1.22214
H -2.21964 -2.84299 -1.98898
H -2.01963 -2.38229 -0.28759
H -0.64906 -3.06851 -1.18945
H 3.30039 -0.24579 -0.64208
H 2.77003 1.33168 0.16345
```

Values from the calculation:
* ΔE to the lowest compared entry with this formula, charge and spin: 128.8 kcal per mole
* net charge: 0
* LUMO (alpha / beta): 0.00184 / -0.04999 Eh
* Kohn-Sham gap (alpha / beta): 0.30203 / 0.24366 hartree
* E_tot: -421.5950 hartree

Table of Mulliken atomic charges, one value per atom, all in e: 1.4345 -2.0679 -1.3333 -0.7221 -0.4427 0.6298 -0.6106 -1.0224 -0.4918 0.2465 0.3808 0.2902 0.4745 0.4353 0.4073 0.3848 0.3393 0.2029 0.3349 0.2711 0.2684 0.3127 0.2778

# 7
Computed, not measured: 2 unconnected molecules or ions with the total composition C6H14N2O2 in a non-equilibrium geometry, with wB97M-V/def2-TZVPD.

Structure (XYZ):
```
24
Properties=species:S:1:pos:R:3
C -1.40598 1.42980 0.29026
C -1.42198 -1.02501 0.44739
C -0.92593 -0.07758 -1.65994
C 1.20038 0.06424 1.43678
C -0.67249 0.11992 -0.20748
C 0.90642 0.06757 -0.03932
N 1.43407 -1.77345 -0.66586
N 1.58381 1.30178 -0.57125
O 1.21288 -2.77851 0.23000
O 2.73754 1.77688 -0.00488
H -1.10584 1.79055 1.37008
H -1.41120 2.34103 -0.38254
H -2.43033 1.23055 0.52969
H -0.90975 -1.97417 0.22642
H -2.42095 -1.16569 0.11059
H -1.45635 -0.98275 1.47230
H -0.29217 -0.96199 -1.97176
H -0.43219 0.79341 -2.18376
H -1.92470 -0.23201 -1.87923
H 0.60685 0.68479 2.07004
H 1.09708 -0.98317 1.78443
H 2.20805 0.41568 1.54526
H 2.32525 -1.43757 -0.39679
H 1.49749 1.37569 -1.55042
```

Values from the calculation:
* ΔE to the lowest compared entry with this formula, charge and spin: 26.3 kcal per mole
* net charge: -2
* LUMO (alpha / beta): 0.22287 / 0.22286 Eh
* Kohn-Sham gap (alpha / beta): 0.11959 / 0.11960 hartree
* E_tot: -496.6761 hartree

Table of Mulliken atomic charges, one value per atom, all in e: -1.5514 -2.3153 -2.1891 -1.6037 1.8361 0.6327 -0.3571 -0.1490 -0.7712 -0.9528 0.2300 0.2862 0.4671 0.4179 0.5365 0.5159 0.3970 0.3369 0.6364 0.3296 0.3283 0.5138 0.2677 0.1575

# 8
Computed, not measured: 2 unconnected molecules or ions with the total composition C6H14N2O2, with wB97M-V/def2-TZVPD.

Structure (XYZ):
```
24
Properties=species:S:1:pos:R:3
C 1.07543 -0.27983 1.33073
C 0.59400 -0.97372 0.09638
O 0.86546 -0.56591 -1.01389
C -0.29886 -2.18121 0.31291
C -0.46999 -2.98319 -0.97312
C -1.65236 -1.67386 0.82480
H 0.89853 -0.85561 2.23260
H 2.13464 -0.04890 1.23543
H 0.55018 0.68023 1.39318
H 0.15667 -2.81310 1.08314
H -0.89259 -2.35216 -1.75093
H 0.49200 -3.35183 -1.32159
H -1.13129 -3.83025 -0.80777
H -2.31959 -2.51461 1.00120
H -2.10762 -1.01913 0.08536
H -1.53914 -1.11755 1.75110
N 0.35674 4.37084 -0.40012
C 0.28944 3.00661 -0.24749
N 0.76497 2.29243 -1.29221
O -0.14846 2.50090 0.76973
H 0.44965 4.76994 -1.31782
H -0.15749 4.91169 0.27419
H 1.23205 2.74343 -2.05731
H 0.85763 1.28478 -1.20851
```

Values from the calculation:
* ΔE to the lowest compared entry with this formula, charge and spin: 0.0 kcal per mole
* SMILES string: CC(=O)C(C)C.NC(N)=O
* net charge: 0
* LUMO: 0.03399 Eh
* Kohn-Sham gap: 0.38600 hartree
* E_tot: -497.0575 hartree

Table of Mulliken atomic charges, one value per atom, all in e: -1.1840 0.7277 -0.7444 0.5401 -1.5015 -1.3669 0.3744 0.3443 0.3030 0.2826 0.3028 0.3631 0.4235 0.4056 0.3400 0.3725 -0.4425 0.5210 -0.2620 -0.6807 0.1926 0.2606 0.1984 0.2296

# 9
Computed, not measured: 2 unconnected molecules or ions with the total composition C6H14N2O2 in a non-equilibrium geometry, with wB97M-V/def2-TZVPD.

Structure (XYZ):
```
24
Properties=species:S:1:pos:R:3
C -1.87729 2.04688 0.33682
N -1.37673 1.77878 -0.99180
C -1.37121 0.53178 -1.55398
C -1.04275 0.53736 -3.02339
O -1.53565 -0.46624 -0.87719
H -1.02352 2.29186 0.99464
H -2.60369 2.82248 0.52790
H -2.11297 1.07943 0.78415
H -1.38065 2.58715 -1.58887
H 0.02023 0.75115 -3.10578
H -1.06509 -0.49034 -3.37072
H -1.66273 1.15205 -3.64017
C 1.94697 0.92553 1.35867
N 1.12941 -0.16594 0.84745
C 1.42164 -1.44512 1.22446
C 0.30052 -2.42010 1.00554
O 2.49842 -1.71550 1.71977
H 3.00329 0.74885 1.14121
H 1.66258 1.85281 0.87547
H 1.98810 0.85049 2.44767
H 0.18820 0.10556 0.61641
H 0.61271 -3.34136 0.51381
H -0.19593 -2.72592 1.92490
H -0.41338 -1.96174 0.37675
```

Values from the calculation:
* ΔE to the lowest compared entry with this formula, charge and spin: 21.0 kcal per mole
* SMILES string: CNC(C)=O.CNC(C)=O
* net charge: 0
* LUMO: 0.02078 Eh
* Kohn-Sham gap: 0.35948 hartree
* E_tot: -497.0241 hartree

Table of Mulliken atomic charges, one value per atom, all in e: -0.9580 -0.1618 0.8666 -1.3870 -0.6606 0.2576 0.3518 0.3642 0.2337 0.3128 0.3749 0.3946 -1.0098 -0.0105 0.6480 -0.8031 -0.6480 0.3456 0.3738 0.2757 0.1150 0.3002 0.2206 0.2038

# 10
Computed, not measured: 2 unconnected molecules or ions with the total composition C6H14N2O2, with wB97M-V/def2-TZVPD.

Structure (XYZ):
```
24
Properties=species:S:1:pos:R:3
C 1.08477 2.97146 -0.53095
N 1.67906 1.96411 0.34218
C 1.77973 0.66815 -0.06484
C 2.15739 -0.31375 1.01379
O 1.50910 0.31884 -1.20171
H 1.51123 3.93596 -0.26115
H 1.39249 2.75201 -1.54593
H 0.00266 3.01297 -0.41908
H 1.74028 2.16744 1.32354
H 2.56014 0.14704 1.91672
H 1.27001 -0.87423 1.30528
H 2.87734 -1.04721 0.64329
C -2.21961 0.50144 1.01015
N -1.37198 -0.29090 0.15069
C -1.61589 -1.61861 -0.04949
C -0.74520 -2.27267 -1.11190
O -2.38975 -2.25368 0.63802
H -2.75410 -0.16466 1.68619
H -1.65298 1.15880 1.67212
H -2.94761 1.09376 0.45234
H -0.84487 0.21766 -0.54232
H -0.98908 -3.33587 -1.10055
H -0.89893 -1.83472 -2.09909
H 0.31714 -2.22585 -0.85692
```

Values from the calculation:
* ΔE to the lowest compared entry with this formula, charge and spin: 9.4 kcal per mole
* SMILES string: CNC(C)=O.CNC(C)=O
* net charge: 0
* LUMO: 0.02293 Eh
* Kohn-Sham gap: 0.37143 hartree
* E_tot: -497.0425 hartree

Table of Mulliken atomic charges, one value per atom, all in e: -0.8390 -0.2379 0.7751 -1.0793 -0.6324 0.3484 0.2966 0.2599 0.2175 0.3727 0.2325 0.3002 -1.0444 -0.1192 0.7503 -0.9759 -0.6424 0.3801 0.2940 0.3127 0.2150 0.3237 0.2983 0.1932